Entry 1:
Here is the molecule C21H29N3O4S2 from OMol25. Energies are from ωB97M-V/def2-TZVPD.

Each line ends with the Mulliken charge.
Geometry (Å):
C -1.331 -1.909 -2.661  -0.396
H 3.769 0.135 2.166  0.440
C -0.711 -0.708 0.628  0.432
S 3.573 -2.038 1.304  -0.242
C -5.740 1.585 4.352  -0.818
H 3.350 -1.022 -3.079  0.519
N 3.222 0.161 -0.658  0.023
C -4.449 1.651 2.357  0.686
H -1.859 1.256 -3.163  0.306
H 1.660 -0.803 -2.611  -0.084
H -0.806 1.881 -1.197  0.681
N -1.337 0.277 -0.023  0.731
C -2.400 0.824 0.671  -0.159
H 1.966 -0.389 -5.037  0.414
C 0.869 -2.262 0.976  0.236
H -3.740 0.111 3.705  0.448
H 2.244 -2.657 -0.619  0.164
H -4.901 3.072 0.835  0.430
C -1.780 0.409 -2.477  -0.634
O -5.483 2.145 3.085  -0.459
H 4.312 0.393 -4.988  0.338
C -2.604 0.211 1.908  0.392
H -3.088 2.355 -0.680  0.418
C -4.241 2.267 1.113  -0.971
C 4.239 1.492 -2.447  -0.947
H -2.787 0.159 -2.107  0.487
H -0.669 -1.979 -1.792  -0.044
C 2.987 0.770 -1.948  0.056
C -0.874 0.795 -1.287  -0.217
C -3.230 1.866 0.270  -0.649
H 0.126 0.396 -1.450  -0.714
N 0.327 -1.339 0.149  -0.183
O 1.643 1.275 0.521  -0.685
H 3.287 1.598 -5.769  0.367
C 3.506 1.110 -4.817  -0.806
H 1.439 1.073 -4.207  0.216
C -3.621 0.611 2.759  -0.327
H -4.886 1.707 5.025  0.328
C 2.550 -0.284 -2.968  -0.397
H -2.355 -2.152 -2.353  0.324
H 5.054 0.771 -2.550  0.339
C 2.939 -0.374 1.671  -0.744
H -1.006 -2.617 -3.420  0.271
H -6.593 2.134 4.748  0.236
C 2.518 0.434 0.450  0.456
C 2.268 0.371 -4.315  -0.731
H 3.929 -0.561 -0.603  0.400
H 4.862 2.652 -4.153  0.361
O -1.274 -0.636 -3.264  -0.370
H -5.996 0.523 4.277  0.327
H 2.110 -0.444 2.375  0.399
O 0.391 -2.574 2.060  -0.640
S -1.427 -1.061 2.185  -0.309
H 2.241 -3.891 0.690  0.467
H 2.185 1.501 -1.796  0.206
C 3.961 2.149 -3.797  -0.621
C 2.157 -2.832 0.452  -0.412
H 3.181 2.903 -3.675  0.330
H 4.543 2.245 -1.717  0.329

Its SMILES is COCCn1/c(=N/C(=O)CSCC(=O)NC2CCCCC2)sc2cc(OC)ccc21. The energy above the lowest of the compared OMol25 structures with the same formula, charge and spin is 7.0 kcal per mole. Its HOMO energy is -0.295 hartree. The calculated total energy comes out at -56579.6427 eV. The HOMO-LUMO gap is 8.5557 eV. The multiplicity is 1. Its net charge is 0.

---

Entry 2:
Here is a 2-piece molecular cluster, C21H29OSi overall from OMol25. Energies are from ωB97M-V/def2-TZVPD.

Each line ends with the Mulliken charge.
Geometry (Å):
H -2.758 -0.955 -1.682  0.407
H -1.685 3.330 -1.578  0.420
H -0.468 -2.850 4.418  0.300
C 1.086 0.379 0.624  -0.005
C 0.973 -0.651 1.478  0.565
C -0.660 -1.890 4.888  -1.042
H -2.032 -0.053 1.625  0.186
H 1.715 5.371 -3.105  0.433
H -2.983 -0.835 2.895  0.495
H -0.448 5.408 -1.939  0.418
H -1.625 -1.930 5.387  0.337
C -0.955 1.099 4.463  -1.018
H 1.197 -2.838 -3.920  0.442
H 1.172 0.162 -0.427  0.533
H 1.933 1.955 1.764  0.371
H -0.170 1.284 5.191  0.305
H 2.417 -3.626 0.437  0.404
H -1.929 1.117 -1.729  0.220
H 2.946 -2.570 1.739  0.365
C -0.735 3.303 -2.085  -0.596
C -0.712 -3.243 -3.053  -0.305
C 2.405 -2.594 0.792  -1.373
C 0.272 -1.068 -3.182  0.141
H 1.408 1.192 -3.641  0.391
H -1.894 -1.795 1.890  0.294
C 0.994 2.085 -3.228  0.101
C 1.683 3.258 -3.424  -1.120
C -0.044 4.472 -2.292  -0.738
H 0.449 -2.088 0.005  -0.227
H -1.915 1.084 4.973  0.351
H 0.110 -1.704 5.632  0.314
H 1.202 2.484 0.249  0.280
C 1.103 1.780 1.078  -1.362
H 0.182 2.025 1.609  0.142
Si -0.649 -0.530 3.605  0.312
C -1.819 -2.710 -2.418  -0.803
H -2.629 -3.356 -2.122  0.436
C 0.993 -2.053 0.956  0.159
C 1.170 4.453 -2.954  -0.277
H 2.626 3.249 -3.947  0.447
H 1.113 -0.473 -3.466  0.317
H -0.661 -4.301 -3.249  0.432
C -0.237 2.059 -2.536  1.188
C -0.848 -0.483 -2.549  1.215
C -2.026 -0.835 2.379  -0.911
H 0.422 -2.683 1.647  0.322
H 2.984 -2.002 0.081  0.306
C 0.332 -2.418 -3.430  -1.148
O 0.856 -0.459 2.845  -0.583
H -0.955 1.906 3.737  0.280
C -1.017 0.900 -2.263  -0.633
C -1.888 -1.361 -2.170  -0.484

The energy above the lowest of the compared OMol25 structures with the same formula, charge and spin is 0.0 kcal per mole. Its HOMO energy is -0.403 hartree. The calculated total energy comes out at -32166.9798 eV. The HOMO-LUMO gap is 4.9903 eV. The multiplicity is 1. Its net charge is +1.